Computed, not measured: a cluster of 13 separate species, C36H75B3ClO17PS2 in total, with ωB97M-V/def2-TZVPD.

Its charge is 0. The calculation puts the relative energy (zero: lowest compared OMol25 entry of this formula, charge and spin) at 179.6 kJ/mol. The calculation puts the maximum force at 4.4 eV Å⁻¹. The LUMO energy comes out at -0.348 eV. The calculation puts the total energy at -118874.33423 eV. The gap between HOMO and LUMO comes out at 7.77 eV.

Bonds (Å) are listed after each position.
CARTESIAN COORDINATES (ANGSTROEM)
1 O -1.314 -1.403 -6.921  C33 1.223
2 H -4.432 3.067 -4.047  C132 1.093
3 H 0.600 -3.811 -6.805  C41 1.092
4 C -7.544 -2.651 -0.540  H28 1.092, H44 1.093, H103 1.092, C124 1.506
5 H -0.909 -3.620 -9.028  C55 1.092
6 H -2.687 -5.989 2.431  C89 1.093
7 C -1.621 1.636 -5.536  H19 1.092, C59 1.506, H82 1.092, H115 1.093
8 H 7.005 2.802 -4.417  C25 1.092
9 O -6.729 4.695 0.648  C42 1.223
10 C 2.092 -6.612 0.935  H79 1.092, H85 1.092, H102 1.093, C127 1.505
11 H 1.570 -2.404 -7.342  C41 1.092
12 O -5.523 -1.610 0.168  C124 1.223
13 C -8.252 2.384 4.649  C29 1.505, O63 1.223, C131 1.506
14 C -1.237 -3.434 -2.273  O37 1.223, C66 1.505, C110 1.505
15 C -3.157 -9.414 1.969  H49 1.092, C68 1.506, H118 1.092, H125 1.093
16 B -1.912 2.461 4.030  Cl90 1.851, O117 1.472, O135 1.474
17 H -0.615 -3.512 -4.317  C110 1.092
18 H -9.211 4.380 0.572  C40 1.093
19 H -1.765 0.597 -5.231  C7 1.092
20 B -0.018 1.268 3.509  S84 1.897, O95 1.454, O117 1.478
21 O 1.647 -4.272 0.846  C127 1.223
22 O 8.624 5.406 0.440  C134 1.224
23 H 0.102 -6.003 2.874  C39 1.092
24 H -5.490 -3.351 -2.381  C94 1.093
25 C 7.600 2.783 -3.501  H8 1.092, C30 1.506, H67 1.092, H126 1.093
26 H -6.654 2.068 3.261  C29 1.092
27 O 6.309 2.064 3.417  C43 1.223
28 H -7.907 -2.520 -1.562  C4 1.092
29 C -7.011 1.655 4.208  C13 1.505, H26 1.092, H38 1.093, H88 1.092
30 C 8.330 4.089 -3.337  C25 1.506, C56 1.505, O83 1.222
31 H -3.985 -6.961 3.154  C89 1.092
32 H -9.098 3.752 -1.086  C40 1.092
33 C -0.550 -2.151 -7.514  O1 1.223, C41 1.505, C55 1.505
34 O 4.369 -1.370 6.896  C119 1.223
35 H -0.262 -0.487 5.388  S84 1.411
36 H -9.102 4.258 5.213  C131 1.093
37 O -2.011 -2.677 -1.705  C14 1.223
38 H -7.245 0.597 4.062  C29 1.093
39 C 0.968 -5.337 2.865  H23 1.092, H52 1.092, H111 1.093, C127 1.504
40 C -8.736 3.627 -0.063  H18 1.093, H32 1.092, C42 1.506, H86 1.092
41 C 0.661 -2.721 -6.825  H3 1.092, H11 1.092, C33 1.505, H58 1.093
42 C -7.242 3.810 -0.022  O9 1.223, C40 1.506, C87 1.505
43 C 6.450 2.611 2.332  O27 1.223, C53 1.506, C93 1.505
44 H -8.007 -1.893 0.097  C4 1.093
45 H 5.915 1.975 0.360  C53 1.092
46 H -1.587 -4.918 -3.777  C110 1.092
47 O -1.241 -8.023 2.230  C68 1.223
48 H -4.327 2.500 -5.727  C132 1.092
49 H -3.737 -9.392 1.043  C15 1.092
50 H 7.678 2.106 0.654  C53 1.092
51 H 3.920 -0.930 4.472  C64 1.093
52 H 1.710 -5.671 3.593  C39 1.092
53 C 6.717 1.813 1.084  C43 1.506, H45 1.092, H50 1.092, H62 1.093
54 C 9.821 7.464 0.535  H73 1.092, H74 1.092, H101 1.093, C134 1.505
55 C -0.783 -2.538 -8.950  H5 1.092, C33 1.505, H61 1.092, H108 1.093
56 C 7.498 5.338 -3.221  C30 1.505, H96 1.092, H98 1.093, H107 1.092
57 H -5.403 -4.470 -0.984  C94 1.093
58 H 0.695 -2.351 -5.798  C41 1.093
59 C -2.462 2.544 -4.679  C7 1.506, O123 1.223, C132 1.506
60 H -2.367 -3.351 -4.080  C110 1.093
61 H 0.058 -2.210 -9.564  C55 1.092
62 H 6.754 0.749 1.334  C53 1.093
63 O -9.316 1.799 4.796  C13 1.223
64 C 4.506 -0.103 4.882  H51 1.093, H72 1.092, H75 1.092, C119 1.505
65 S -4.482 0.757 1.529  P122 1.971
66 C -0.030 -3.996 -1.571  C14 1.505, H92 1.092, H105 1.092, H112 1.093
67 H 6.955 2.606 -2.637  C25 1.092
68 C -2.461 -8.095 2.169  C15 1.506, O47 1.223, C89 1.506
69 H 10.677 4.194 -0.321  C80 1.093
70 H 5.546 4.370 1.515  C93 1.092
71 H 6.167 4.552 3.169  C93 1.093
72 H 5.447 -0.035 4.334  C64 1.092
73 H 10.556 7.642 1.323  C54 1.092
74 H 10.121 7.973 -0.383  C54 1.092
75 H 3.935 0.821 4.770  C64 1.092
76 H -7.406 4.047 5.698  C131 1.092
77 H -6.665 2.951 -1.896  C87 1.093
78 H 5.700 0.357 8.126  C120 1.093
79 H 1.276 -7.334 0.862  C10 1.092
80 C 10.920 5.249 -0.177  H69 1.093, H104 1.092, H130 1.092, C134 1.505
81 O -2.234 -0.786 0.350  H100 1.000, P122 1.724
82 H -1.890 1.761 -6.587  C7 1.092
83 O 9.551 4.133 -3.297  C30 1.222
84 S 0.708 -0.246 4.392  B20 1.897, H35 1.411
85 H 2.884 -7.001 1.578  C10 1.092
86 H -9.000 2.636 0.313  C40 1.092
87 C -6.406 2.860 -0.839  C42 1.505, H77 1.093, H109 1.093, H129 1.092
88 H -6.237 1.740 4.973  C29 1.092
89 C -3.323 -6.867 2.291  H6 1.093, H31 1.092, C68 1.506, H91 1.092
90 Cl -3.273 2.059 5.218  B16 1.851
91 H -3.910 -6.732 1.379  C89 1.092
92 H 0.002 -3.618 -0.547  C66 1.092
93 C 6.364 4.106 2.191  C43 1.505, H70 1.092, H71 1.093, H97 1.092
94 C -5.228 -3.447 -1.325  H24 1.093, H57 1.093, H114 1.092, C124 1.505
95 O -0.160 1.370 2.066  B20 1.454, B113 1.474
96 H 6.899 5.471 -4.125  C56 1.092
97 H 7.309 4.498 1.810  C93 1.092
98 H 8.157 6.203 -3.107  C56 1.093
99 H -4.201 1.336 -4.371  C132 1.092
100 H -2.796 -1.192 -0.371  O81 1.000
101 H 8.856 7.863 0.858  C54 1.093
102 H 2.502 -6.443 -0.064  C10 1.093
103 H -7.819 -3.639 -0.166  C4 1.092
104 H 11.704 5.329 0.579  C80 1.092
105 H 0.880 -3.683 -2.088  C66 1.092
106 H -7.822 4.373 3.986  C131 1.093
107 H 6.850 5.273 -2.345  C56 1.092
108 H -1.693 -2.052 -9.312  C55 1.093
109 H -5.349 3.108 -0.714  C87 1.093
110 C -1.461 -3.835 -3.707  C14 1.505, H17 1.092, H46 1.092, H60 1.093
111 H 0.639 -4.331 3.135  C39 1.093
112 H -0.092 -5.086 -1.541  C66 1.093
113 B -1.567 1.762 1.864  O95 1.474, P122 1.946, O135 1.473
114 H -4.168 -3.214 -1.205  C94 1.092
115 H -0.566 1.895 -5.411  C7 1.093
116 H -2.187 2.334 -0.955  O121 0.992
117 O -0.487 2.361 4.387  B16 1.472, B20 1.478
118 H -3.812 -9.621 2.819  C15 1.092
119 C 4.779 -0.361 6.340  O34 1.223, C64 1.505, C120 1.506
120 C 5.579 0.673 7.086  H78 1.093, C119 1.506, H128 1.092, H133 1.092
121 O -2.899 1.646 -0.894  H116 0.992, P122 1.717
122 P -2.739 0.840 0.614  S65 1.971, O81 1.724, B113 1.946, O121 1.717
123 O -1.953 3.411 -3.981  C59 1.223
124 C -6.047 -2.487 -0.504  C4 1.506, O12 1.223, C94 1.505
125 H -2.412 -10.211 1.898  C15 1.093
126 H 8.325 1.968 -3.571  C25 1.093
127 C 1.576 -5.310 1.489  C10 1.505, O21 1.223, C39 1.504
128 H 5.055 1.632 7.069  C120 1.092
129 H -6.567 1.836 -0.496  C87 1.092
130 H 11.267 5.661 -1.127  C80 1.092
131 C -8.131 3.864 4.902  C13 1.506, H36 1.093, H76 1.092, H106 1.093
132 C -3.953 2.343 -4.713  H2 1.093, H48 1.092, C59 1.506, H99 1.092
133 H 6.568 0.777 6.634  C120 1.092
134 C 9.690 5.986 0.281  O22 1.224, C54 1.505, C80 1.505
135 O -2.174 2.860 2.636  B16 1.474, B113 1.473